Here is 12 unconnected molecules or ions with the total composition C4H34NO11S2 from the Open Molecules 2025 dataset. Energies are from ωB97M-V/def2-TZVPD.

```
52
Properties=species:S:1:pos:R:3:forces:R:3:nbo_charge:R:1
N 0.57697 -1.25738 0.56135 -0.102 1.096 -2.420 -0.7657
C -0.46905 -0.24174 -0.02961 0.527 2.400 -1.335 -0.0744
C -1.05093 -0.61921 -1.43096 1.347 -3.314 1.432 -0.6486
C -1.54782 -0.04433 1.00325 -3.174 -1.444 -1.092 -0.6534
S -1.19353 0.91146 2.44437 0.757 -0.095 1.296 0.1195
S -1.80064 2.82101 2.10757 0.251 0.037 -0.073 0.1060
C -0.44021 3.82489 1.39500 2.817 -0.188 2.823 -0.7598
H 0.86585 -1.00180 1.53146 -0.821 -0.729 -0.736 0.4688
H 0.18690 -2.24526 0.48703 0.825 1.085 0.390 0.4605
H 1.52926 -1.15941 0.03161 -2.361 -0.265 0.654 0.4733
H 0.12130 0.68816 -0.26139 -0.570 -0.991 0.938 0.2502
H -0.48234 -1.67746 -1.41679 -0.795 2.271 -2.058 0.2157
H -0.92813 0.19347 -2.21233 0.174 -1.543 0.961 0.2603
H -2.05441 -1.08836 -1.35708 0.298 1.078 -0.074 0.2529
H -2.63443 0.29752 0.69297 2.540 -0.106 -0.391 0.2869
H -1.86094 -1.13352 1.14735 0.374 1.101 1.094 0.2280
H -0.13604 4.66701 2.12311 -1.029 -1.110 -1.029 0.2336
H -0.85327 4.19874 0.51806 -0.197 0.768 -1.738 0.2240
H 0.59622 3.32463 1.26957 -2.061 0.187 -0.191 0.2289
H 3.11621 0.30884 -0.72331 1.684 -1.020 -0.537 0.4909
H 2.30696 1.58443 -0.82750 -0.564 -1.050 0.331 0.4873
O 2.23989 0.61404 -0.63383 -1.397 3.030 0.123 -0.9842
H 3.19112 1.20974 2.16372 -0.823 -0.250 0.858 0.4913
H 3.98162 0.32873 1.38095 -1.234 -1.223 1.466 0.4845
O 3.30136 0.24423 2.13243 2.198 1.539 -2.120 -0.9504
H 2.31038 1.95765 -4.30159 2.273 -2.295 1.406 0.4783
H 2.71570 1.79167 -2.84605 0.742 -1.223 -1.801 0.4675
O 2.95087 1.33510 -3.72844 -3.005 3.511 0.305 -0.9474
H 4.25218 -1.90412 -0.90047 -0.838 1.402 -1.828 0.5000
H 3.93100 -1.09434 -2.34990 -0.054 -0.616 1.672 0.5248
O 3.69586 -1.21066 -1.38413 1.418 -1.412 0.038 -1.0017
H -5.15830 1.40155 0.37739 3.409 2.613 -2.126 0.5120
H -4.48862 2.81815 -0.18979 -1.059 2.668 0.105 0.4888
O -4.32011 1.91937 -0.11587 -2.698 -5.270 2.157 -0.9776
H -0.27906 -4.67682 -0.54394 0.393 0.603 1.196 0.4936
H -0.33455 -5.00904 0.95848 0.109 0.219 -0.156 0.4869
O 0.05555 -4.37298 0.33942 -0.241 -0.613 -0.863 -0.9666
H 2.39250 -1.15308 2.62004 -0.380 -1.003 0.244 0.5145
H 2.20645 -2.73226 2.61752 0.138 0.037 0.097 0.4947
O 1.72963 -1.89830 2.62666 0.992 0.500 0.936 -0.9936
H -1.81523 -3.26218 2.28356 -0.254 0.498 0.464 0.5020
H -3.41064 -3.51686 2.06534 1.056 0.111 0.606 0.5041
O -2.49206 -3.77481 1.84626 -1.203 -0.724 -0.179 -0.9498
H -2.71537 -3.46405 0.28183 1.371 0.779 -2.467 0.4901
H -2.67959 -3.95467 -1.17979 -0.355 -0.743 -0.916 0.4668
O -2.41668 -3.19446 -0.68749 -0.890 -0.073 2.599 -1.0022
H 2.27722 4.29124 -1.02870 0.122 -0.262 -0.278 0.4752
H 1.00753 4.36318 -1.82074 0.469 -0.842 -0.143 0.4929
O 1.78508 3.77568 -1.68793 -0.484 0.897 0.475 -0.9632
H -2.83255 2.11759 -1.04067 1.543 0.971 -1.462 0.4934
H -2.68532 2.16407 -2.53294 -0.102 -0.036 -0.790 0.4664
O -2.24383 2.53495 -1.77506 -1.133 -0.960 2.136 -0.9760
```
Forces are in eV/Å.

Properties
total charge = +1
highest occupied orbital energy = -11.4 eV



Here is 14 unconnected molecules or ions with the total composition C4H34NO15S from the Open Molecules 2025 dataset. Energies are from ωB97M-V/def2-TZVPD.

```
55
Properties=species:S:1:pos:R:3:forces:R:3:nbo_charge:R:1
O -1.27322 0.79673 1.66899 0.864 -1.123 0.481 -0.7643
C -0.62090 -0.27206 1.53429 -2.402 1.468 -2.370 0.8054
O -1.21209 -1.41058 1.32943 0.964 0.664 0.003 -0.9011
C 0.88065 -0.22786 1.38047 -0.246 1.599 0.152 -0.2005
C 1.35543 -0.13583 2.84674 -1.197 0.940 -0.684 -0.4280
C 2.74657 0.47213 2.90378 1.393 -2.796 1.497 -0.5403
S 2.89786 2.20246 2.31059 0.511 -1.034 0.117 -0.0483
N 1.38563 -1.36596 0.67274 1.233 -0.473 -0.097 -0.8569
H 1.26356 0.70230 0.85649 -0.984 -0.889 0.499 0.2389
H 1.13384 -1.13034 3.22625 1.241 -0.247 0.524 0.2405
H 0.60507 0.44974 3.48370 1.080 -0.237 -1.125 0.2161
H 3.02457 0.28786 3.97218 0.170 1.099 -0.545 0.2130
H 3.50515 -0.26243 2.41826 -1.302 1.582 0.135 0.2269
H 3.96002 1.89104 1.52878 -0.409 0.335 0.061 0.1607
H 0.97337 -2.18951 1.08901 0.014 -0.262 -0.452 0.3627
H 1.23283 -1.34794 -0.34282 -0.204 0.031 0.783 0.3775
H -2.09405 2.69454 -2.94417 -0.077 0.099 0.050 0.4743
H -1.93684 3.32434 -1.46629 0.350 0.442 -3.006 0.4972
O -1.70334 3.45737 -2.49879 -0.339 -0.442 2.912 -1.0109
H 3.76103 0.19962 -1.46907 -0.433 -0.751 0.202 0.4994
H 3.57599 -0.56343 -0.00327 -0.006 0.786 -1.452 0.4976
O 3.94570 0.19507 -0.52389 0.275 -0.104 1.236 -1.0015
H -2.59513 3.21691 2.80486 -0.006 0.188 -0.088 0.4652
H -1.36972 2.47996 3.20679 0.328 0.089 -0.463 0.4907
O -1.63928 3.34005 2.85065 -0.334 -0.071 0.604 -0.9545
H -1.17629 0.58382 -3.85868 -0.659 0.162 0.847 0.4848
H -0.46421 1.83642 -4.37924 0.582 1.004 0.641 0.4867
O -0.74562 0.97074 -4.61235 -0.004 -1.305 -1.570 -0.9853
H -2.16436 2.48009 0.60179 0.566 -1.490 0.750 0.5075
H -2.14190 3.92618 0.63687 0.716 1.382 0.767 0.4843
O -2.58974 3.22528 0.20919 -1.038 -0.169 -1.493 -0.9550
H 1.24055 1.24437 -2.60621 -0.078 0.009 0.164 0.4772
H 0.75808 2.71200 -2.36445 -0.133 -0.245 0.022 0.4880
O 1.29061 2.14529 -2.93617 0.257 0.373 -0.158 -0.9649
H -3.37455 -3.79055 1.11807 -0.427 -0.310 1.763 0.4884
H -2.27913 -2.53716 0.79570 -0.746 -0.552 1.640 0.5193
O -2.88070 -3.26461 0.53703 0.821 0.589 -3.009 -1.0361
H -2.34593 -2.18647 -1.13267 -1.386 -1.285 0.213 0.5030
H -1.32551 -1.46474 -0.29313 0.025 0.116 -0.612 0.5163
O -1.60766 -1.61976 -1.24969 0.993 0.654 0.631 -1.0003
H -0.42272 -4.73409 -0.94813 -0.066 -0.219 -0.394 0.4738
H -0.30559 -4.76698 0.50813 -0.095 -0.196 0.386 0.4651
O -0.26453 -5.36888 -0.24064 0.099 0.430 -0.031 -0.9377
H -0.46867 -1.73019 -4.00200 0.641 -0.390 -0.693 0.4633
H -0.95454 -2.10175 -2.75062 -0.422 -0.270 1.772 0.4845
O -0.32756 -2.45157 -3.36896 0.446 0.540 -1.519 -0.9714
H -0.64500 -2.36180 2.92460 -0.562 0.415 0.809 0.4831
H -1.52885 -1.27632 3.51316 0.587 -0.900 0.310 0.4798
O -0.90864 -1.98855 3.79630 -0.365 0.106 -0.253 -0.9643
H -2.32806 1.12816 -1.70812 -0.134 -0.383 -0.037 0.4677
H -2.33655 -0.42154 -1.98052 -0.177 1.659 -0.261 0.4964
O -2.58810 0.48155 -2.38106 0.268 -0.706 0.247 -1.0146
H 2.14922 -0.55568 -4.19445 -0.307 0.335 -0.476 0.4796
H 2.07219 -1.65583 -3.15235 0.267 0.473 -0.241 0.4894
O 2.62681 -0.90506 -3.44825 -0.150 -0.721 0.811 -0.9684
```
Forces are in eV/Å.

Properties
total charge = -1
highest occupied orbital energy = -6.7 eV



Here is 14 unconnected molecules or ions with the total composition C4H34O15 from the Open Molecules 2025 dataset. Energies are from ωB97M-V/def2-TZVPD.

```
53
Properties=species:S:1:pos:R:3:forces:R:3:nbo_charge:R:1
C 0.26097 0.52672 -2.30759 1.616 4.530 -1.407 -0.0779
O 1.61002 1.10892 -2.33859 -0.282 -0.818 -0.132 -0.8554
C 0.15527 -0.65919 -1.47251 1.241 -2.656 0.784 -0.4605
C -0.98949 -0.57999 -0.48712 0.414 -0.752 0.896 -0.4214
C -1.30194 -1.97468 0.14889 -1.123 1.369 -1.115 -0.0453
O -2.72971 -2.07592 0.25682 0.215 -0.470 0.752 -0.8009
H -0.35307 1.43901 -2.04836 -0.079 -1.234 0.796 0.1637
H -0.01411 0.50984 -3.37211 0.026 -1.092 0.050 0.1696
H 1.12158 -0.91162 -0.97003 -0.552 1.019 0.232 0.2307
H 0.19334 -1.61867 -2.06494 -1.100 0.798 0.030 0.1954
H -0.78464 0.06498 0.39535 0.154 0.052 -0.847 0.2075
H -1.81771 -0.11268 -1.03792 -0.323 -0.661 0.465 0.2119
H -0.75374 -2.11374 1.08496 -0.227 0.107 0.090 0.1746
H -0.99147 -2.76065 -0.53871 -0.055 -0.122 -0.005 0.1575
H -3.88996 -2.69586 1.39037 -0.662 0.009 -0.523 0.5026
H -5.42790 -2.24672 1.36826 0.359 0.433 -0.249 0.4688
O -4.81347 -2.92661 1.63665 0.037 -0.803 0.926 -1.0018
H 4.42767 0.74144 -0.00906 0.928 -0.566 -1.058 0.4868
H 5.32883 0.66780 1.07851 1.041 -0.207 -0.296 0.4410
O 5.43165 0.63244 0.10727 -1.583 0.412 1.281 -0.9854
H 2.78073 -0.46700 -2.33887 0.342 -0.021 -1.655 0.5031
H 2.82851 -0.93573 -3.87939 -0.585 0.144 0.232 0.4754
O 3.34999 -0.78089 -3.09141 0.757 -0.767 1.304 -0.9988
H 0.86904 0.14346 1.92994 0.006 -0.012 0.034 0.4600
H 2.13831 0.28672 1.01546 -0.530 -0.236 0.635 0.5013
O 1.71839 -0.27487 1.76417 0.288 0.311 -0.361 -1.0350
H 3.50015 0.79549 -4.58029 0.356 0.023 -0.389 0.4730
H 2.16946 1.05623 -4.17052 -0.610 0.409 0.253 0.5015
O 2.66317 1.01571 -5.00804 0.197 -0.060 0.099 -0.9932
H -3.62935 -1.99540 3.74156 -0.249 -0.242 -0.002 0.4825
H -2.76718 -0.83627 4.08919 -0.123 -0.203 0.285 0.4801
O -3.23688 -1.57475 4.51604 0.263 0.455 -0.452 -0.9652
H 3.24492 1.84208 -0.03188 -0.479 0.401 -0.033 0.4551
H 2.15928 0.99984 -1.42126 -1.023 0.642 -0.319 0.5063
O 2.76928 1.01724 -0.15479 0.704 -0.260 -0.090 -1.1783
H -2.85600 1.87890 1.16274 0.810 -0.055 0.410 0.5217
H -1.50397 2.15388 0.48756 0.269 0.070 0.000 0.4666
O -2.12289 2.60367 1.06717 -0.667 -0.169 -0.311 -1.0452
H 3.25382 -1.31537 -0.01607 -0.010 -0.068 0.086 0.4880
H 3.44873 -2.27512 -1.16522 0.178 0.001 -0.136 0.4772
O 3.39200 -2.25644 -0.20441 -0.111 0.115 0.041 -0.9675
H -3.84394 1.68481 -1.12737 -0.242 0.144 -0.447 0.4590
H -4.50696 0.80508 -0.20317 -0.208 -0.201 -0.147 0.5085
O -4.67861 1.19337 -1.09932 0.624 0.034 0.746 -0.9918
H 3.97235 -0.43287 2.73882 -0.388 -0.139 0.271 0.4712
H 3.93644 -1.86523 2.33241 -0.126 -0.113 0.094 0.4830
O 4.11271 -1.31544 3.10686 0.485 0.107 -0.261 -0.9542
H -4.07781 0.46356 2.08593 -0.090 -0.024 0.144 0.4330
H -3.09850 -1.28052 0.72633 0.641 0.618 -0.315 0.5246
O -3.41463 0.40656 1.39436 -0.416 -0.287 -0.409 -1.2784
H -2.43879 4.33802 1.40927 -0.141 0.159 0.583 0.5093
H -3.33038 5.06239 0.55259 -0.221 0.497 0.396 0.4524
O -2.96736 5.17430 1.44782 0.254 -0.623 -0.953 -0.9868
```
Forces are in eV/Å.

Properties
total charge = -2
highest occupied orbital energy = -4.1 eV



Here is 14 unconnected molecules or ions with the total composition C4H35N2O15 from the Open Molecules 2025 dataset. Energies are from ωB97M-V/def2-TZVPD.

```
56
Properties=species:S:1:pos:R:3:forces:R:3:nbo_charge:R:1
O -0.12268 -2.52841 -1.09880 0.403 1.008 0.191 -0.6280
C -0.94460 -2.37726 -0.19882 0.209 -2.771 -1.868 0.6292
N -1.07857 -3.40880 0.68339 -0.518 0.833 1.055 -0.5950
C -1.69811 -3.16934 1.99306 0.368 0.586 -0.401 -0.4132
C -1.92081 -1.26082 -0.29643 -1.220 1.916 1.108 -0.3522
N -1.20645 0.05218 -0.39614 0.070 -0.666 -0.282 -0.6690
C -0.41274 0.64457 0.70384 -2.654 -0.691 -2.370 -0.0370
O 0.53412 -0.11371 1.26302 -0.847 0.654 0.280 -0.3605
H -0.29773 -4.05233 0.65581 -0.094 0.035 -0.101 0.4158
H -2.74704 -2.93018 1.88191 -0.450 -0.677 0.016 0.1970
H -1.30151 -2.23380 2.38099 0.373 -0.064 0.625 0.1726
H -1.50305 -3.99542 2.67770 -0.206 0.180 -0.174 0.2321
H -2.70025 -1.35960 -1.10815 1.547 -0.117 0.100 0.2785
H -2.65595 -1.19773 0.52106 0.715 0.000 0.330 0.2088
H -0.66792 0.04621 -1.25280 0.266 0.014 -0.102 0.3931
H -1.22265 0.92651 1.45076 1.048 0.208 0.094 0.2852
H -0.01082 1.55893 0.19505 0.181 0.005 0.859 0.2859
H 0.96681 2.30096 3.08765 0.197 -0.051 0.581 0.4735
H 1.11972 0.93699 2.52307 -0.073 -0.111 0.948 0.4429
O 1.41840 1.46361 3.28799 -0.257 0.473 -0.878 -0.9309
H -4.04898 -0.13872 2.01662 -0.078 0.484 0.775 0.5010
H -4.23155 1.49488 1.95335 0.040 -0.572 0.724 0.5097
O -4.17367 0.65161 1.49265 -0.054 0.156 -0.747 -0.9687
H -1.14431 0.29711 4.85656 -0.522 0.535 0.279 0.4800
H -0.63370 0.04980 3.54518 -0.178 0.429 -0.344 0.4596
O -1.33192 0.58910 3.95269 0.539 -1.024 0.123 -0.9365
H 3.12871 0.19208 0.24735 -0.532 -0.249 -0.437 0.5159
H 2.28364 0.85282 1.48272 0.510 -0.379 -0.495 0.4783
O 3.13090 0.76544 1.02763 0.759 -0.963 0.656 -0.9612
H 0.01580 0.74640 -4.29494 0.005 -0.478 -0.456 0.4912
H -1.10972 -0.04281 -3.69248 -0.178 -0.147 -0.377 0.4361
O -0.75627 0.19643 -4.55964 -0.040 0.302 0.668 -0.9567
H 2.67269 -1.38599 1.39808 -0.105 0.023 0.180 0.4934
H 1.16501 -1.62167 0.94247 2.088 -1.047 0.741 0.4906
O 2.04508 -2.07719 1.15276 -1.556 0.187 0.056 -0.9619
H -3.82688 1.08300 -0.05473 0.290 -0.065 -1.174 0.4927
H -2.79624 0.88215 -1.25102 -1.255 0.718 0.725 0.4852
O -3.67522 1.28593 -1.01448 0.590 -0.656 -0.116 -0.9920
H 1.07970 3.67020 -2.11119 0.393 0.714 0.988 0.4954
H 2.03147 2.96875 -0.85875 -0.334 1.543 -0.383 0.5235
O 1.52020 2.92933 -1.69771 -0.432 -1.648 -0.335 -1.0425
H -1.87812 3.73537 -1.21818 -0.062 -0.322 0.069 0.4506
H -3.23399 2.90811 -1.36248 0.532 0.226 0.089 0.5002
O -2.78787 3.77103 -1.51708 -0.337 0.420 -0.161 -0.9852
H 2.61619 -2.98992 -0.04426 0.497 -0.950 -0.876 0.4875
H 2.24667 -3.75495 -1.34356 -0.115 -0.102 -0.060 0.4712
O 3.00537 -3.52913 -0.79818 -0.242 0.628 0.439 -0.9951
H 3.23703 2.13435 0.37707 0.578 0.015 -0.846 0.4812
H 3.04056 2.98331 1.41646 -0.016 1.307 -0.369 0.4691
O 3.13303 3.10560 0.44774 -0.282 0.170 1.078 -0.9707
H 2.92738 -1.52554 -1.60772 -0.097 -0.222 0.205 0.5195
H 1.80685 -0.99733 -0.69988 -0.180 -0.526 -0.426 0.4705
O 2.48420 -0.71343 -1.31597 0.343 0.930 -0.203 -0.9811
H 1.90008 0.65141 -3.01335 0.125 -0.017 0.248 0.4940
H 1.51994 2.07344 -3.44716 0.417 -0.447 0.274 0.4914
O 1.65092 1.17398 -3.78142 -0.167 0.261 -0.520 -0.9648
```
Forces are in eV/Å.

Properties
spin multiplicity = 2
highest occupied orbital energy (spin up / spin down) = -10.3 / -10.3 eV